C25H25FN4O3S in the gas phase, computed with wB97M-V/def2-TZVPD.

Geometry as XYZ:
```
59
Properties=species:S:1:pos:R:3:mulliken_charge:R:1
O -0.07284 -0.41027 2.14541 -0.7586
C -1.08036 -0.98689 2.53709 0.6123
N -1.37453 -2.25243 2.15371 -0.0937
H -2.29983 -2.60951 2.33146 0.3060
C -0.61561 -2.84354 1.07116 -0.7851
H -1.04852 -3.81330 0.82465 0.4441
H 0.42291 -2.97110 1.38062 0.2972
C -0.73459 -1.91555 -0.14468 0.5674
O -1.82323 -1.50386 -0.49171 -0.6484
N 0.40570 -1.55455 -0.77616 0.6357
C 1.69719 -2.08092 -0.50912 -1.1085
C 2.40511 -1.68334 0.62099 0.6634
C 3.68313 -2.16186 0.84055 -0.8003
C 4.24182 -3.02639 -0.08377 0.1837
C 3.55521 -3.43400 -1.21353 -0.8411
C 2.27509 -2.95701 -1.42186 -0.3689
H 1.72154 -3.26000 -2.29721 0.4571
H 4.02223 -4.11023 -1.91147 0.4726
F 5.48911 -3.48986 0.12282 -0.3490
H 4.25028 -1.86313 1.70738 0.4675
H 1.94627 -1.00574 1.32521 0.4922
C 0.25224 -0.66663 -1.92986 0.7838
C 1.57407 -0.23441 -2.49624 -0.2691
C 1.92748 -0.53945 -3.80498 -0.3877
C 3.15429 -0.11843 -4.29046 -0.6134
C 3.98624 0.59498 -3.44245 -0.4206
N 3.65346 0.90874 -2.20163 -0.7272
C 2.48069 0.51450 -1.74680 -0.1553
H 2.25150 0.81378 -0.73304 0.4995
H 4.95885 0.94009 -3.76652 0.4025
H 3.45533 -0.33945 -5.30262 0.4176
H 1.24794 -1.09511 -4.43582 0.4747
H -0.33640 -1.17652 -2.70449 0.7628
C -0.54299 0.62669 -1.59439 -0.3267
O -1.16241 1.17442 -2.47780 -0.6797
N -0.36141 1.08779 -0.34724 0.2685
H 0.03541 0.46401 0.34416 0.0619
C -1.10148 2.20183 0.22464 0.1494
C -1.01712 3.48512 -0.62551 -0.9920
C -2.43352 3.72112 -1.14788 -0.5151
C -3.31621 3.18479 -0.02608 -0.8301
H -4.34262 3.00949 -0.34402 0.3854
H -3.32693 3.88517 0.81246 0.3073
C -2.60671 1.89472 0.37451 -0.2828
H -2.85665 1.57049 1.38465 0.0582
H -2.86906 1.09452 -0.31772 0.2139
H -2.62373 4.76914 -1.37495 0.4387
H -2.58492 3.12600 -2.04728 0.1931
H -0.29824 3.37205 -1.43367 0.2494
H -0.70055 4.31815 0.00371 0.4469
H -0.64595 2.36805 1.20435 0.4056
C -2.00699 -0.35673 3.47561 0.0814
C -1.85508 0.88922 4.02551 -0.4319
C -2.92148 1.25351 4.86632 -0.6119
C -3.87443 0.28601 4.94679 -0.3580
S -3.49088 -1.08855 3.99967 -0.2046
H -4.78750 0.29593 5.50861 0.4709
H -2.98141 2.19213 5.38655 0.4195
H -0.99892 1.50630 3.82239 0.4697
```

Computed properties:
LUMO energy, eV: 0.002
Energy above the lowest of the compared OMol25 structures with the same formula, charge and spin, kJ/mol: 35.8
Multiplicity: 1